This record from the Open Molecules 2025 dataset describes a structure of composition C24H45Br2ClN5O8PS. The level of theory is ωB97M-V with the def2-TZVPD basis set.

Geometry (Å):
C: 2.79 -4.02 0.00
C: 1.42 -3.37 0.13
N: 1.32 -2.29 1.14
C: 0.90 -0.99 0.53
C: -0.62 -0.99 0.42
C: -1.45 0.28 0.73
C: -1.21 0.53 2.22
C: -1.85 -0.52 3.14
O: -1.89 0.07 4.45
C: -2.88 -0.45 5.24
C: -3.63 0.59 6.01
O: -3.13 -1.66 5.28
C: -1.06 1.55 -0.08
Cl: -1.97 3.03 0.45
C: 0.41 1.98 -0.03
C: 1.27 1.60 -1.25
C: 2.73 1.96 -0.97
C: 3.26 3.19 -1.72
C: 2.37 4.42 -1.69
N: 2.74 5.37 -0.60
C: -1.64 1.19 -1.46
O: -1.35 1.61 -2.55
N: -2.69 0.24 -1.28
C: -2.90 -0.03 0.18
P: -3.50 -1.83 0.15
S: -4.80 -2.24 -1.25
C: -4.22 0.75 0.55
Br: -4.29 1.50 2.35
C: -4.71 1.77 -0.53
C: -5.63 1.15 -1.57
Br: -5.80 3.18 0.34
C: 2.50 -2.11 1.93
C: 2.54 -2.93 3.19
O: 3.41 -1.36 1.64
H: 3.05 -4.58 0.89
H: 3.57 -3.31 -0.25
H: 2.76 -4.75 -0.80
H: 1.04 -3.04 -0.83
H: 0.75 -4.17 0.45
H: 1.37 -0.95 -0.45
H: 1.35 -0.21 1.13
H: -0.84 -1.33 -0.58
H: -0.95 -1.79 1.07
H: -0.16 0.53 2.48
H: -1.59 1.48 2.56
H: -2.86 -0.77 2.83
H: -1.21 -1.39 3.19
H: -4.51 0.84 5.42
H: -3.02 1.48 6.15
H: -3.95 0.18 6.96
H: 0.45 3.06 0.00
H: 0.87 1.67 0.89
H: 1.12 0.58 -1.57
H: 0.91 2.22 -2.06
H: 2.86 2.14 0.09
H: 3.38 1.13 -1.23
H: 3.53 2.94 -2.74
H: 4.19 3.48 -1.24
H: 1.31 4.20 -1.63
H: 2.50 4.94 -2.63
H: 1.98 5.40 0.07
H: 2.74 6.30 -0.99
H: -2.42 -0.56 -1.84
H: -4.10 -2.04 1.41
H: -2.43 -2.72 -0.02
H: -5.02 0.03 0.59
H: -3.93 2.32 -1.03
H: -5.09 0.57 -2.30
H: -6.36 0.52 -1.06
H: -6.21 1.93 -2.04
H: 3.55 -3.30 3.31
H: 2.29 -2.31 4.04
H: 1.88 -3.79 3.13
C: -0.34 -3.21 -4.33
N: -0.55 -2.53 -3.03
O: -0.70 -3.21 -2.03
O: -0.57 -1.32 -3.03
H: -0.35 -4.28 -4.16
H: -1.14 -2.91 -4.99
H: 0.62 -2.88 -4.71
C: 6.55 -0.26 -2.75
N: 5.90 1.05 -3.05
O: 6.56 2.05 -2.91
O: 4.74 1.01 -3.40
H: 7.57 -0.07 -2.44
H: 5.98 -0.73 -1.96
H: 6.52 -0.85 -3.66

Frontier orbital gap   8.33 eV